1.
This record from OMol25 describes a structure of composition CH8N3P2 in a non-equilibrium geometry. The level of theory is ωB97M-V/def2-TZVPD.

## Properties
net charge = +1
calculated total energy = -24205.1612 eV
ΔE to the lowest compared entry with this formula, charge and spin = 47.0 kcal per mole
Kohn-Sham gap = 9.498 eV

Geometry as XYZ:
```
14
Properties=species:S:1:pos:R:3:lowdin_charge:R:1
H 2.3981 -0.0343 1.4440 -0.021
N -1.8420 1.8950 0.2701 0.283
P 1.2368 -0.0940 0.7352 0.922
H 2.3493 0.0037 -1.2589 0.086
N -0.9411 -0.2714 -0.0930 -0.450
H -0.2471 -2.2686 -0.2545 -0.112
H 1.0878 -1.3778 0.8266 -0.066
C -1.5694 0.7422 0.2392 -0.376
P -1.6065 -1.7731 -0.2779 0.821
N 1.7126 0.6544 -0.7481 -0.138
H -1.6846 -1.9222 -1.6944 -0.092
H 1.0983 1.2168 -1.3042 0.051
H 0.5519 0.7337 1.5958 0.014
H -2.5441 2.4955 0.5201 0.078
```

=====

2.
This record from OMol25 describes the molecule C4H9OPS in a non-equilibrium geometry. The level of theory is ωB97M-V/def2-TZVPD.

## Properties
calculated total energy = -26461.0984 eV
ΔE to the lowest compared entry with this formula, charge and spin = 123.5 kcal per mole
Kohn-Sham gap (alpha / beta) = 7.370 / 8.578 eV

Geometry as XYZ:
```
16
Properties=species:S:1:pos:R:3:lowdin_charge:R:1
H 1.8376 0.0629 1.3437 -0.145
P 1.1786 -0.7244 2.1786 0.702
H -0.9920 0.1045 2.3613 0.021
H -0.6666 0.6753 -1.6662 0.121
H 1.0647 -1.3885 -2.0799 0.048
H -0.9935 -0.8710 -0.9896 0.124
C -0.5276 0.5587 0.3679 -0.290
H -1.5271 0.6997 0.1852 0.076
C -0.5555 -0.3953 1.5859 -0.445
O 3.0316 -2.5301 0.8095 -0.650
C 1.0069 -0.5093 -1.4622 -0.046
S 1.5771 -2.3041 0.7674 0.588
H 1.9911 -0.1706 -1.0350 0.067
C -0.2442 -0.0553 -0.9586 -0.374
H -0.8830 -1.4280 1.3427 0.068
H 0.2721 1.3598 0.5710 0.137
```

=====

3.
This record from OMol25 describes a cluster of 2 separate species, NO5S in total in a non-equilibrium geometry. The level of theory is ωB97M-V/def2-TZVPD.

## Properties
net charge = -1
calculated total energy = -22560.2680 eV
ΔE to the lowest compared entry with this formula, charge and spin = 44.6 kcal per mole
Kohn-Sham gap (alpha / beta) = 4.972 / 8.335 eV

Geometry as XYZ:
```
7
Properties=species:S:1:pos:R:3:lowdin_charge:R:1
O 1.8215 1.4422 -0.9253 -0.074
O -1.1681 -2.0436 -0.6866 -0.370
O -1.3977 -0.6217 1.3850 -0.387
S -1.2607 -0.7295 -0.0855 0.590
N 1.6014 0.9249 0.1571 -0.292
O -2.0420 0.2457 -0.8828 -0.387
O 2.4457 0.7820 1.0381 -0.079
```

=====

4.
This record from OMol25 describes a structure of composition C47H39CdF10N8S. The level of theory is ωB97M-V/def2-TZVPD.

## Properties
net charge = -1
calculated total energy = -103864.8908 eV
ΔE to the lowest compared entry with this formula, charge and spin = 3.6 kcal per mole
Kohn-Sham gap = 5.003 eV

Geometry as XYZ:
```
106
Properties=species:S:1:pos:R:3:lowdin_charge:R:1
C -1.3763 -3.6425 0.5165 -0.186
F 4.7478 -0.1208 -1.3321 0.106
C -2.2831 3.4362 -0.6284 -0.113
C -1.6770 -4.6678 -0.3882 -0.060
C 4.3808 -1.2026 -0.6185 -0.597
H 1.4778 -4.1075 -2.3896 0.125
C 3.5027 -3.3105 -4.0405 -0.057
C 1.1031 -0.4424 -3.3613 -0.034
H -0.1505 -2.6061 4.8629 0.125
H -2.4152 0.9924 2.9049 0.058
H 4.5603 3.5505 -4.0616 0.095
S 2.8719 2.9066 0.5496 1.081
H 1.3483 4.1420 2.6068 0.088
C -1.5706 1.6641 2.8315 -0.194
N -2.4736 2.2043 -1.1541 -0.128
C -1.5504 0.3888 -4.2634 -0.035
H 3.3665 -2.8558 4.0171 0.132
C -1.5338 0.6379 -2.8671 -0.263
C -1.3870 2.6003 3.8422 -0.108
H -0.1511 4.2087 4.5737 0.090
C -0.3086 3.4740 3.7927 -0.114
F 4.9603 -2.2768 -1.1999 0.096
C 2.8281 -0.9185 3.1071 -0.135
C 3.7391 3.3656 -3.3809 -0.099
C -0.7148 1.5464 1.7350 -0.193
C -4.3520 -1.8174 3.5731 -0.164
F -5.9901 -2.5729 0.4500 0.090
H 4.9937 3.3794 -1.6382 0.104
C -2.8143 -1.2592 1.7472 -0.067
Cd -0.9511 -0.0659 0.2341 1.406
C -1.1503 -4.2269 -1.5802 -0.069
N -0.9323 -0.2294 -1.9885 -0.032
H -1.5834 4.1196 -1.0780 0.119
H 3.8718 -1.4599 4.9952 0.125
C 0.7798 -2.6594 4.2968 -0.054
H -3.2003 3.6078 -3.0958 0.120
H -1.6659 -3.5628 1.5494 0.091
C -2.6987 2.7173 -3.4602 -0.005
F 2.4956 -0.2292 0.2417 -0.119
C 2.9169 3.0175 -1.1769 -0.464
H -4.3908 1.9134 1.3211 0.101
H 1.3597 1.1082 4.0573 0.120
C -3.7111 2.2810 0.5674 -0.188
C 0.3237 2.4891 1.6805 -0.293
C 2.3166 -2.5210 -3.5606 -0.296
C -3.1401 -1.3685 3.0716 -0.272
H -2.5854 4.4427 -5.7623 0.071
N -0.7102 -2.6552 -0.0675 0.048
C 2.8691 -1.3471 -0.5757 -0.184
H -4.1792 3.7003 -5.6774 0.072
H -0.3707 -1.7433 2.7097 0.073
H 0.3606 2.8781 -3.4076 0.106
C 0.1150 -0.9954 -2.5309 -0.270
H -1.1394 -0.5465 -4.6156 0.110
N 1.3995 -0.6847 2.9943 -0.122
H 1.0921 -2.5483 2.1217 0.111
F 5.0336 -1.0667 0.5934 0.055
N 1.8274 -1.9392 5.1036 -0.097
H 2.1559 -0.0590 5.9663 0.126
H -3.1164 4.3507 1.1878 0.090
C 1.1436 2.6088 0.4591 -0.545
F 2.7285 -2.4573 0.3575 -0.120
C -2.5998 2.4949 -4.8232 -0.305
F -3.5867 -1.7698 -0.4335 0.036
H -2.9941 3.1129 -6.8424 0.065
C -3.0687 3.5326 0.4902 -0.075
H -1.1336 -4.6572 -2.5665 0.124
C 1.3373 -0.5634 5.4522 -0.055
N -3.3659 1.4897 -0.4311 0.078
H -1.9919 1.0080 -6.2472 0.103
C -2.0392 1.2781 -5.1967 -0.063
C 0.6749 -1.9485 2.9289 -0.141
C 3.9897 3.2687 -2.0259 -0.097
C -3.8106 -1.6981 0.8985 -0.301
H 1.1008 -3.6984 4.2182 0.129
H -2.0868 2.6443 4.6704 0.097
F -4.6001 -1.8972 4.8998 0.073
C 1.6214 2.8369 -1.6782 -0.294
H -2.2312 -5.5720 -0.2072 0.086
C 0.9350 0.1075 4.1176 -0.145
H 1.0380 0.6064 -3.6051 0.088
H 1.9984 -2.4604 5.9579 0.176
H 0.4974 -0.6817 6.1365 0.130
C 0.3003 -2.3433 -2.2359 -0.162
H 4.1308 -2.7053 -4.6949 0.070
F -6.5135 -2.6615 3.1124 0.088
H 2.2685 3.3280 -4.9503 0.099
C -2.2075 1.8309 -2.5086 -0.156
N -0.5827 -3.0299 -1.3511 -0.084
C 0.5409 3.4229 2.6983 -0.085
C -5.3246 -2.2074 2.6746 -0.154
C -5.0495 -2.1554 1.3172 -0.154
H 4.1179 -3.6348 -3.1988 0.067
F -2.2166 -1.0315 4.0601 -0.015
C -3.1172 3.4902 -5.8263 -0.071
H 3.3300 0.0427 3.2208 0.135
C 3.1073 -1.8407 4.3179 -0.055
C 1.3728 -3.0811 -2.7244 -0.009
H -0.1455 0.2010 4.0579 0.093
H 2.8973 -0.6675 -4.4773 0.109
C 1.3772 2.9741 -3.0441 -0.030
C 2.1554 -1.1718 -3.8667 -0.044
H 3.1977 -4.2006 -4.5964 0.070
H 3.1939 -1.3807 2.1978 0.088
N 0.6475 2.5902 -0.7276 0.122
C 2.4396 3.2329 -3.8853 -0.089
```